Version i
{
  "formula": "C3H8P2",
  "method": "ωB97M-V/def2-TZVPD",
  "gap_ev": [6.69, 6.43],
  "homo_energy_ha": [-0.28340, -0.26941],
  "species": ["C", "C", "C", "P", "P", "H", "H", "H", "H", "H", "H", "H", "H"],
  "xyz": [[2.477, 0.123, -0.938], [-1.798, 0.742, 1.940], [0.029, -0.962, -1.395], [-0.696, -0.747, 2.060], [0.990, 0.105, -0.192], [2.452, -0.217, -2.030], [3.117, 0.823, -0.572], [-2.282, 0.905, 2.967], [-2.491, 0.875, 1.146], [-1.294, 1.643, 1.671], [0.409, -1.889, -1.424], [-0.018, -0.449, -2.280], [-0.896, -0.951, -0.953]]
}

---

Version ii
{
  "formula": "C3H8P2",
  "method": "ωB97M-V/def2-TZVPD",
  "gap_ev": 7.81,
  "homo_energy_ha": -0.28341,
  "smiles": "CC[PH2]=C=P",
  "species": ["C", "C", "P", "C", "P", "H", "H", "H", "H", "H", "H", "H", "H"],
  "xyz": [[1.479, 0.371, -0.350], [0.673, -0.913, -0.459], [-1.010, -0.804, 0.281], [-1.556, 0.849, 0.033], [-1.925, 1.795, 1.365], [0.890, 1.203, -0.732], [1.746, 0.584, 0.683], [2.392, 0.288, -0.939], [1.200, -1.758, 0.001], [0.513, -1.152, -1.516], [-1.526, -1.926, -0.465], [-0.821, -1.516, 1.487], [-2.054, 2.979, 0.611]]
}

---

Version iii
{
  "formula": "C3H8P2",
  "method": "ωB97M-V/def2-TZVPD",
  "gap_ev": 6.99,
  "homo_energy_ha": -0.25650,
  "smiles": "C=P(C)=PC",
  "species": ["C", "P", "C", "P", "C", "H", "H", "H", "H", "H", "H", "H", "H"],
  "xyz": [[1.287, 2.311, -0.089], [0.252, 0.974, -0.011], [1.223, -0.507, -0.442], [-1.821, 1.153, 0.149], [-2.386, -0.565, 0.207], [2.210, 2.132, 0.323], [0.828, 3.288, -0.138], [1.771, -0.827, 0.460], [2.176, -0.241, -1.049], [0.601, -1.224, -0.936], [-2.059, -1.022, -0.794], [-3.480, -0.645, 0.188], [-1.937, -1.022, 1.154]]
}

---

Version iv
{
  "formula": "C3H8P2",
  "method": "ωB97M-V/def2-TZVPD",
  "gap_ev": 9.34,
  "homo_energy_ha": -0.31087,
  "species": ["C", "C", "C", "P", "P", "H", "H", "H", "H", "H", "H", "H", "H"],
  "xyz": [[-1.090, 0.294, -0.115], [-0.211, -0.470, 2.377], [1.123, 0.216, -2.353], [-0.092, -0.960, 0.622], [0.720, 0.849, -0.177], [-1.342, 0.069, -1.194], [-1.896, 0.787, 0.428], [-1.284, -0.221, 2.472], [0.648, 0.263, 2.564], [-0.105, -1.271, 3.117], [0.859, 0.939, -3.138], [0.496, -0.701, -2.321], [2.174, 0.205, -2.281]]
}

---

Order of stability, best first: version iv, version iii, version ii, version i

---

Version i
{
  "formula": "C2H2N2O2S",
  "method": "ωB97M-V/def2-TZVPD",
  "gap_ev": 8.41,
  "homo_energy_ha": -0.33757,
  "smiles": "O=c1o[nH][nH]c1=S",
  "species": ["O", "C", "O", "N", "N", "C", "S", "H", "H"],
  "xyz": [[-1.080, -1.739, 1.298], [-0.476, -0.884, 0.742], [0.708, -0.384, 1.227], [1.165, 0.702, 0.490], [0.262, 0.683, -0.751], [-0.787, -0.127, -0.512], [-2.116, -0.312, -1.434], [2.118, 0.490, 0.170], [0.207, 1.571, -1.230]]
}

---

Version ii
{
  "formula": "C2H2N2O2S",
  "method": "ωB97M-V/def2-TZVPD",
  "gap_ev": 9.96,
  "homo_energy_ha": -0.35292,
  "smiles": "O=c1[nH]c(S)no1",
  "species": ["O", "C", "N", "C", "S", "N", "O", "H", "H"],
  "xyz": [[2.036, -1.727, -0.484], [1.100, -0.997, -0.456], [0.595, -0.241, 0.595], [-0.501, 0.437, 0.140], [-1.439, 1.500, 1.145], [-0.744, 0.178, -1.100], [0.251, -0.718, -1.493], [0.993, -0.240, 1.520], [-2.292, 1.808, 0.134]]
}

---

Version iii
{
  "formula": "C2H2N2O2S",
  "method": "ωB97M-V/def2-TZVPD",
  "gap_ev": 10.19,
  "homo_energy_ha": -0.39613,
  "smiles": "N#C[C@H](S)[N+](=O)[O-]",
  "species": ["N", "C", "C", "S", "N", "O", "O", "H", "H"],
  "xyz": [[-0.829, -2.735, 0.768], [-0.582, -1.738, 0.295], [-0.331, -0.354, -0.284], [1.130, 0.458, 0.128], [-1.489, 0.477, 0.115], [-2.323, 0.810, -0.673], [-1.604, 0.584, 1.308], [-0.113, -0.335, -1.524], [1.182, 0.670, 1.481]]
}

---

Version iv
{
  "formula": "C2H2N2O2S",
  "method": "ωB97M-V/def2-TZVPD",
  "gap_ev": 9.22,
  "homo_energy_ha": -0.35567,
  "species": ["C", "C", "N", "N", "O", "O", "S", "H", "H"],
  "xyz": [[-0.445, -0.654, 1.393], [-0.205, -0.168, 0.043], [-2.055, -1.774, 0.857], [-2.059, -1.530, -0.287], [-0.207, -1.096, 3.919], [-1.208, -0.748, -0.884], [0.345, -0.378, 2.780], [-0.328, 0.916, -0.064], [0.756, -0.481, -0.376]]
}

---

Order of stability, best first: version ii, version i, version iii, version iv

---

Version i
{
  "formula": "C2H2N2O2S",
  "method": "ωB97M-V/def2-TZVPD",
  "gap_ev": 9.74,
  "homo_energy_ha": -0.38599,
  "smiles": "O=c1ncn(S)o1",
  "species": ["O", "C", "N", "C", "N", "S", "O", "H", "H"],
  "xyz": [[2.733, -0.778, -0.265], [1.604, -0.281, -0.197], [1.258, 1.124, -0.239], [0.033, 1.084, 0.095], [-0.603, -0.111, 0.559], [-2.062, -0.291, -0.387], [0.434, -1.016, 0.055], [-0.811, 1.912, -0.096], [-2.586, -1.643, 0.475]]
}

---

Version ii
{
  "formula": "C2H2N2O2S",
  "method": "ωB97M-V/def2-TZVPD",
  "gap_ev": 8.45,
  "homo_energy_ha": -0.33020,
  "smiles": "O=c1o[nH][nH]c1=S",
  "species": ["O", "C", "O", "N", "N", "C", "S", "H", "H"],
  "xyz": [[0.157, 2.420, -0.061], [-0.065, 1.263, -0.088], [-1.326, 0.684, 0.010], [-1.204, -0.678, -0.143], [0.147, -1.006, -0.074], [0.937, 0.109, -0.082], [2.569, 0.215, -0.015], [-1.686, -1.048, 0.661], [0.471, -1.960, -0.208]]
}

---

Version iii
{
  "formula": "C2H2N2O2S",
  "method": "ωB97M-V/def2-TZVPD",
  "gap_ev": 10.89,
  "homo_energy_ha": -0.41555,
  "smiles": "[H]/N=C/S(=O)(=O)C#N",
  "species": ["H", "N", "C", "S", "O", "O", "C", "N", "H"],
  "xyz": [[-1.560, -0.284, -1.759], [-1.052, -0.303, -0.800], [0.080, -0.785, -0.894], [0.876, -0.155, 0.727], [2.065, 0.626, 0.555], [0.824, -1.181, 1.733], [-0.506, 1.327, 0.945], [-1.172, 2.223, 1.196], [0.445, -1.467, -1.702]]
}

---

Version iv
{
  "formula": "C2H2N2O2S",
  "method": "ωB97M-V/def2-TZVPD",
  "gap_ev": [7.46, 7.47],
  "homo_energy_ha": [-0.31029, -0.31050],
  "species": ["C", "C", "N", "N", "O", "O", "S", "H", "H"],
  "xyz": [[1.679, -1.260, -0.490], [-0.141, 0.751, -0.360], [-2.183, 2.143, 0.366], [1.336, -1.943, 0.398], [0.936, -2.603, 1.254], [0.559, 1.224, -1.138], [-1.258, 0.962, 0.815], [2.289, -1.348, -1.407], [-3.218, 2.074, 0.561]]
}

---

Order of stability, best first: version ii, version i, version iii, version iv

---

Version i
{
  "formula": "C2H2N2O2S",
  "method": "ωB97M-V/def2-TZVPD",
  "gap_ev": 9.55,
  "homo_energy_ha": -0.35770,
  "smiles": "N#CSO.N=C=O",
  "species": ["N", "C", "S", "O", "H", "N", "C", "O", "H"],
  "xyz": [[-0.038, 1.612, -2.152], [-0.923, 1.147, -1.585], [-2.208, 0.399, -0.888], [-2.021, 1.065, 0.634], [-1.097, 0.937, 0.949], [1.597, -2.052, 0.678], [1.234, -0.899, 0.746], [1.050, 0.261, 0.755], [2.406, -2.469, 0.862]]
}

---

Version ii
{
  "formula": "C2H2N2O2S",
  "method": "ωB97M-V/def2-TZVPD",
  "gap_ev": 10.77,
  "homo_energy_ha": -0.38133,
  "smiles": "O=c1nc(S)o[nH]1",
  "species": ["O", "C", "N", "C", "S", "O", "N", "H", "H"],
  "xyz": [[-2.646, -0.706, -0.098], [-1.551, -0.282, -0.015], [-0.285, -1.034, 0.131], [0.547, -0.100, 0.072], [2.268, -0.291, -0.059], [0.138, 1.190, -0.070], [-1.275, 1.068, 0.156], [2.461, 1.045, 0.313], [-1.731, 1.796, -0.382]]
}

---

Order of stability, best first: version ii, version i